Record 1
{
  "formula": "C19H24IrN3O5",
  "method": "ωB97M-V with the def2-TZVPD basis set",
  "orbital_gap_ev": [4.61, 4.81],
  "lumo_energy_ev": [-5.29, -5.29],
  "largest_force_ha_per_bohr": 0.007,
  "de_lowest_kj_mol": 442.18,
  "spin_multiplicity": 2,
  "total_charge": 1,
  "e_tot_ha": -1382.87136,
  "e_homo_ev": [-9.90, -10.11],
  "elements": ["Ir", "O", "C", "C", "C", "N", "C", "C", "C", "O", "O", "C", "O", "O", "H", "H", "H", "C", "N", "C", "C", "C", "N", "C", "C", "H", "H", "H", "H", "H", "H", "H", "H", "H", "H", "H", "H", "H", "H", "H", "H", "C", "C", "C", "C", "C", "C", "H", "H", "H", "H", "H"],
  "coordinates": [[0.343423, -0.159043, -0.630998], [-5.161804, -3.641203, -0.496819], [-4.159269, -2.772053, -0.620963], [-4.312698, -1.457644, -1.069414], [-3.165084, -0.675390, -1.102253], [-1.915533, -1.035744, -0.796847], [-1.800074, -2.320550, -0.436256], [-2.876229, -3.188618, -0.305555], [-0.395621, -2.874541, -0.201407], [-0.294982, -3.892280, 0.447897], [0.511807, -2.201717, -0.801694], [-3.383201, 0.626069, -1.652349], [-3.802634, 1.438554, -2.310598], [-2.215363, 1.726070, -0.162492], [-6.012900, -3.271098, -0.761408], [-5.270614, -1.061632, -1.382147], [-2.678946, -4.195197, 0.040551], [-0.903603, -0.801527, 2.327608], [0.154867, 0.046442, 1.768928], [1.435194, -0.348745, 2.380465], [-0.145581, 1.460524, 2.033591], [0.463430, 2.380354, 0.986675], [0.158713, 1.980793, -0.418529], [-1.173830, 2.468220, -0.787432], [1.055030, 2.736913, -1.344140], [-0.999289, -0.652877, 3.410389], [-0.663905, -1.849185, 2.151774], [-1.856578, -0.561237, 1.855704], [1.351322, -0.340229, 3.473581], [2.226490, 0.326399, 2.071048], [1.701992, -1.347560, 2.039134], [0.249959, 1.759416, 3.012216], [-1.225949, 1.578052, 2.088696], [1.539216, 2.372403, 1.099278], [0.135082, 3.413952, 1.149290], [-1.272728, 3.525691, -0.525113], [-2.716921, 2.295316, 0.434039], [-1.272001, 2.359561, -1.866256], [0.926510, 3.815165, -1.201190], [0.809362, 2.463212, -2.367666], [2.084742, 2.461675, -1.162470], [5.213585, -0.327631, -1.081423], [4.665577, 0.701845, -0.335907], [3.287552, 0.803724, -0.183113], [2.380543, -0.106012, -0.742587], [2.976269, -1.134152, -1.493585], [4.349878, -1.241786, -1.662722], [6.284445, -0.413451, -1.207812], [5.305289, 1.437423, 0.136671], [2.963670, 1.633357, 0.428339], [2.360009, -1.881263, -1.968615], [4.741394, -2.058763, -2.256134]],
  "forces_ev_per_angstrom": [[-0.10, 0.09, 0.05], [0.00, 0.00, 0.00], [-0.04, 0.04, -0.02], [-0.04, -0.08, 0.02], [0.09, 0.19, -0.17], [0.16, -0.17, 0.15], [-0.03, 0.08, 0.03], [0.00, -0.04, 0.02], [0.01, 0.00, -0.16], [-0.01, -0.05, -0.04], [0.10, 0.00, 0.36], [-0.15, 0.19, -0.05], [0.18, -0.19, 0.15], [-0.05, -0.02, 0.00], [0.00, 0.00, 0.00], [0.01, 0.01, 0.00], [0.00, 0.00, -0.01], [0.02, 0.03, 0.06], [-0.09, -0.09, -0.02], [0.01, -0.01, -0.05], [0.04, 0.00, -0.01], [-0.03, -0.08, 0.05], [-0.03, 0.12, -0.15], [-0.01, 0.00, -0.05], [0.02, 0.01, 0.02], [0.00, 0.00, 0.00], [0.00, 0.00, 0.01], [-0.01, 0.00, 0.01], [0.01, 0.00, 0.00], [0.00, 0.00, 0.00], [-0.01, -0.01, 0.01], [-0.03, 0.00, 0.02], [-0.01, -0.01, -0.06], [0.05, 0.02, -0.03], [-0.01, -0.01, 0.03], [-0.01, 0.01, 0.00], [0.01, -0.01, -0.03], [-0.01, -0.02, -0.02], [-0.01, 0.00, 0.00], [0.00, 0.00, 0.00], [-0.04, 0.03, -0.01], [-0.06, 0.01, 0.00], [0.02, -0.02, -0.02], [0.09, -0.08, 0.17], [0.07, 0.05, -0.17], [-0.08, 0.05, -0.14], [0.03, 0.00, -0.02], [0.00, 0.00, 0.01], [0.00, -0.01, 0.00], [-0.03, -0.02, 0.03], [-0.04, -0.02, 0.02], [0.01, 0.01, 0.00]],
  "mulliken_charge": [1.557, -0.492, 0.687, -0.802, 0.367, -0.085, 0.537, -0.563, -0.014, -0.627, -0.712, 0.138, -0.163, -0.411, 0.312, 0.470, 0.638, -1.383, 0.376, -1.390, -0.978, -0.684, 0.189, -0.863, -1.372, 0.432, 0.356, 0.347, 0.402, 0.445, 0.295, 0.437, 0.418, 0.357, 0.464, 0.502, 0.320, 0.350, 0.426, 0.361, 0.538, -0.449, -1.219, 0.564, 0.393, -0.502, -0.826, 0.394, 0.380, 0.237, 0.438, 0.408]
}

---

Record 2
{
  "formula": "C19H24N2O3S",
  "method": "ωB97M-V with the def2-TZVPD basis set",
  "orbital_gap_ev": 8.04,
  "smiles": "CC1(C)Cc2c(c(=S)nc(-c3ccccc3)n2CCOCCO)CO1",
  "lumo_energy_ev": 0.24,
  "largest_force_ha_per_bohr": 0.017,
  "de_lowest_kj_mol": 149.13,
  "total_charge": 0,
  "e_tot_ha": -1471.80735,
  "e_homo_ev": -7.80,
  "elements": ["C", "H", "H", "H", "C", "C", "H", "H", "H", "O", "C", "C", "C", "N", "C", "N", "C", "S", "C", "C", "C", "C", "C", "C", "H", "H", "H", "H", "H", "C", "H", "H", "C", "O", "C", "C", "O", "H", "H", "H", "H", "H", "H", "H", "C", "H", "H", "H", "H"],
  "coordinates": [[-2.945924, -2.049811, 1.289429], [-2.588060, -1.159902, 1.802379], [-2.258542, -2.867975, 1.489710], [-3.922614, -2.312205, 1.687983], [-3.055738, -1.817805, -0.223633], [-3.354598, -3.139148, -0.933219], [-4.251581, -3.582701, -0.511745], [-3.530967, -2.955591, -1.989404], [-2.525629, -3.832483, -0.820095], [-4.129302, -0.956818, -0.557495], [-4.060612, 0.317038, 0.031382], [-2.693402, 0.926910, 0.022857], [-1.600169, 0.215806, -0.352425], [-0.357170, 0.833199, -0.387799], [-0.293766, 2.158954, -0.025881], [-1.297205, 2.836706, 0.393483], [-2.539018, 2.284235, 0.480340], [-3.790205, 3.156914, 1.103616], [0.995993, 2.876637, -0.123307], [1.612141, 3.339818, 1.032631], [2.797099, 4.048933, 0.949358], [3.365220, 4.311785, -0.285697], [2.741285, 3.872634, -1.441622], [1.560436, 3.156709, -1.364309], [1.062333, 2.831777, -2.267198], [3.172173, 4.091751, -2.407140], [4.288220, 4.868071, -0.349350], [3.274215, 4.402584, 1.850828], [1.152889, 3.146532, 1.990052], [0.852010, 0.082623, -0.641876], [0.643452, -0.715611, -1.355013], [1.604252, 0.742285, -1.077399], [1.422009, -0.488728, 0.673984], [2.629511, -1.175393, 0.495695], [2.512750, -2.469349, -0.068863], [3.877216, -3.147189, 0.070734], [4.224577, -3.342858, 1.412644], [4.174226, -2.485565, 1.853308], [4.627878, -2.530404, -0.441960], [3.847691, -4.135722, -0.391395], [1.753683, -3.048657, 0.476326], [2.233715, -2.419530, -1.129584], [0.675717, -1.135820, 1.160159], [1.652837, 0.343197, 1.345972], [-1.734784, -1.221637, -0.759506], [-1.740614, -1.283980, -1.852716], [-0.909626, -1.825815, -0.382675], [-4.431648, 0.300842, 1.068326], [-4.742336, 0.954769, -0.539901]],
  "forces_ev_per_angstrom": [[-0.13, 0.16, -0.29], [0.03, 0.06, 0.12], [0.09, -0.07, 0.03], [-0.09, -0.04, 0.05], [0.32, -0.43, 0.01], [0.02, 0.45, 0.14], [-0.09, -0.08, 0.06], [0.01, 0.01, -0.13], [0.09, -0.10, 0.01], [0.14, -0.27, -0.20], [-0.18, 0.26, 0.19], [0.29, -0.21, -0.15], [-0.32, 0.18, 0.05], [-0.39, 0.37, 0.07], [-0.03, -0.39, -0.08], [0.35, 0.52, 0.04], [-0.57, -0.11, 0.18], [-0.20, 0.05, 0.05], [0.40, 0.13, -0.09], [-0.10, -0.12, -0.10], [0.06, 0.03, 0.03], [0.03, 0.03, 0.02], [0.02, 0.00, -0.09], [-0.06, 0.00, 0.12], [-0.04, -0.05, -0.08], [0.03, 0.03, -0.07], [0.08, 0.05, 0.00], [0.04, 0.03, 0.08], [-0.07, 0.00, 0.11], [0.71, -0.46, 0.14], [0.01, 0.12, 0.02], [-0.15, -0.20, 0.01], [-0.21, 0.17, -0.05], [0.23, -0.08, -0.09], [0.29, -0.30, -0.07], [-0.44, 0.29, -0.34], [0.06, 0.05, 0.49], [0.02, -0.06, -0.02], [-0.07, -0.10, -0.05], [-0.01, 0.10, -0.07], [0.04, 0.03, -0.03], [0.00, 0.00, 0.04], [0.02, 0.08, -0.01], [-0.15, -0.04, -0.04], [-0.34, -0.02, 0.00], [0.08, -0.06, 0.01], [0.06, -0.02, -0.03], [0.02, 0.03, -0.16], [0.08, -0.01, 0.18]],
  "mulliken_charge": [-1.710, 0.408, 0.410, 0.396, 1.492, -1.818, 0.423, 0.444, 0.335, -0.448, -1.397, 1.199, 0.324, 0.253, 0.741, -0.517, -0.169, -0.365, -0.190, -0.296, -0.797, -0.433, -0.749, -0.009, 0.483, 0.396, 0.399, 0.395, 0.497, -1.437, 0.527, 0.354, -0.250, -0.383, -0.134, -0.659, -0.533, 0.330, 0.311, 0.379, 0.236, 0.288, 0.427, 0.229, -0.883, 0.345, 0.250, 0.371, 0.535]
}

---

Record 3
{
  "formula": "C19H24N2O5",
  "method": "ωB97M-V with the def2-TZVPD basis set",
  "orbital_gap_ev": 8.58,
  "smiles": "Cc1c(C)c2ccc(OCC(=O)NCCN3CCOCC3)cc2oc1=O",
  "lumo_energy_ev": 0.06,
  "largest_force_ha_per_bohr": 0.017,
  "de_lowest_kj_mol": 172.98,
  "total_charge": 0,
  "e_tot_ha": -1224.13603,
  "e_homo_ev": -8.52,
  "elements": ["C", "C", "C", "C", "C", "C", "C", "C", "C", "O", "C", "O", "H", "O", "C", "C", "O", "N", "H", "C", "H", "C", "N", "C", "C", "O", "C", "C", "H", "H", "H", "H", "H", "H", "H", "H", "H", "H", "H", "H", "H", "H", "H", "C", "H", "H", "H", "H", "H", "H"],
  "coordinates": [[4.996885, 2.684068, 0.301915], [4.210664, 1.432807, 0.052579], [3.288550, 0.927035, 0.911448], [2.597983, -0.292658, 0.564944], [1.637748, -0.913533, 1.370388], [1.011820, -2.077864, 0.986101], [1.329404, -2.671327, -0.239150], [2.282427, -2.077986, -1.056479], [2.910214, -0.905915, -0.659442], [3.823817, -0.382668, -1.503582], [4.505347, 0.765842, -1.215147], [5.304892, 1.157738, -2.030550], [2.541007, -2.528374, -2.000329], [0.756020, -3.806892, -0.726536], [-0.256300, -4.431348, 0.034406], [-1.500233, -3.549183, 0.220889], [-2.196230, -3.614884, 1.209234], [-1.727629, -2.733494, -0.825954], [-1.057630, -2.730257, -1.581550], [-2.688574, -1.657811, -0.789138], [-3.340921, -1.832753, 0.068260], [-1.976464, -0.308774, -0.617286], [-2.909531, 0.751894, -0.297185], [-3.676168, 1.200998, -1.448015], [-4.699577, 2.241995, -0.993198], [-4.076671, 3.341470, -0.374184], [-3.318975, 2.913776, 0.731489], [-2.256146, 1.895209, 0.318712], [-1.715242, 1.557299, 1.205067], [-1.541988, 2.376096, -0.373653], [-2.854715, 3.807925, 1.150880], [-3.979502, 2.454679, 1.481992], [-5.249334, 2.640763, -1.847282], [-5.402138, 1.767440, -0.292004], [-4.203110, 0.352380, -1.884722], [-3.019142, 1.648225, -2.215946], [-1.382578, -0.081921, -1.522761], [-1.280261, -0.406191, 0.220818], [-3.281637, -1.678463, -1.706263], [0.107697, -4.744987, 1.019295], [-0.533977, -5.324029, -0.533257], [0.276333, -2.516049, 1.641050], [1.374518, -0.475632, 2.319591], [2.960302, 1.587856, 2.213973], [3.172927, 0.910061, 3.039507], [1.901669, 1.841865, 2.248050], [3.537866, 2.494351, 2.353680], [4.338931, 3.545401, 0.406661], [5.597646, 2.593649, 1.205525], [5.660022, 2.852193, -0.542863]],
  "forces_ev_per_angstrom": [[0.04, 0.00, -0.08], [-0.32, -0.07, 0.43], [0.43, 0.28, -0.34], [-0.05, -0.35, -0.33], [0.27, 0.13, -0.26], [-0.19, -0.38, -0.02], [0.30, 0.40, 0.06], [0.03, 0.03, -0.01], [-0.59, -0.22, 0.62], [0.05, -0.16, -0.24], [0.37, 0.26, -0.32], [-0.31, -0.23, 0.24], [0.04, -0.06, -0.14], [0.15, 0.04, -0.22], [-0.19, -0.15, 0.33], [0.38, -0.18, -0.35], [-0.11, -0.08, 0.36], [0.08, 0.12, -0.49], [0.01, -0.10, 0.15], [-0.08, 0.26, 0.14], [0.01, 0.05, -0.14], [-0.16, -0.19, 0.10], [0.07, 0.02, -0.04], [-0.24, 0.22, 0.14], [-0.04, -0.29, -0.29], [0.02, 0.15, -0.10], [0.37, -0.11, 0.18], [-0.26, 0.21, 0.08], [0.03, 0.03, 0.00], [0.00, -0.02, 0.05], [-0.02, -0.09, 0.04], [0.07, 0.05, -0.02], [-0.01, -0.08, 0.05], [0.02, 0.03, -0.08], [-0.02, 0.02, -0.07], [-0.03, -0.05, 0.00], [0.04, 0.01, 0.08], [0.00, -0.02, -0.08], [-0.05, -0.01, 0.10], [-0.09, 0.11, -0.10], [0.02, 0.10, 0.11], [-0.08, -0.06, 0.08], [-0.02, 0.06, 0.11], [0.11, 0.02, -0.15], [-0.03, -0.02, 0.11], [-0.08, 0.02, 0.07], [0.01, 0.05, 0.05], [0.01, 0.09, 0.04], [0.05, 0.06, 0.06], [0.01, 0.08, 0.08]],
  "mulliken_charge": [-1.947, 0.845, 0.905, 0.948, -1.008, -0.788, 0.665, -0.515, -0.184, -0.518, 0.554, -0.675, 0.517, -0.538, -0.462, 0.485, -0.653, -0.082, 0.283, -0.927, 0.361, -0.062, 0.048, -0.390, -0.773, -0.381, -0.688, -0.473, 0.352, 0.319, 0.355, 0.367, 0.368, 0.366, 0.339, 0.315, 0.225, -0.002, 0.313, 0.329, 0.346, 0.410, 0.442, -1.663, 0.377, 0.329, 0.463, 0.379, 0.379, 0.345]
}